(1)
Here is the molecule C3H4N2O from the Open Molecules 2025 dataset. Energies are from wB97M-V/def2-TZVPD.

```
10
Properties=species:S:1:pos:R:3
H 2.529 0.351 -0.253
C 0.419 0.989 0.434
C 1.489 0.101 -0.046
H -0.007 0.566 1.492
O -1.953 0.482 0.234
C -0.669 0.130 0.193
N 1.094 -1.100 -0.380
H -1.928 1.453 0.138
H -0.759 -1.969 -0.161
N -0.258 -1.096 -0.177
```

The spin multiplicity is 1. The value obtained for the relative energy (zero: lowest compared OMol25 entry of this formula, charge and spin) is 90.5 kcal per mole. As for the structure (SMILES): Oc1ccn[nH]1. For the HOMO energy, the calculation gives -0.325 Ha. The gap between HOMO and LUMO comes out at 0.3477 Eh.


(2)
Here is the molecule C6H9N from the Open Molecules 2025 dataset. Energies are from wB97M-V/def2-TZVPD.

```
16
Properties=species:S:1:pos:R:3
C -0.681 -0.451 0.572
C -0.749 1.757 0.953
C 0.627 0.144 0.117
H 1.650 -1.603 -0.559
H 2.132 -0.128 -1.415
C 1.836 -0.533 -0.441
C -1.441 -1.023 -0.644
H -2.369 -1.480 -0.289
H 2.690 -0.418 0.236
H -1.713 -0.207 -1.322
H -0.479 -1.272 1.275
H -0.897 2.816 1.142
H -0.860 -1.770 -1.197
N 0.521 1.419 0.320
H 1.250 2.082 0.075
C -1.517 0.668 1.175
```

The spin multiplicity is 1. The value obtained for the relative energy (zero: lowest compared OMol25 entry of this formula, charge and spin) is 77.7 kcal per mole. For the HOMO energy, the calculation gives -0.263 Ha. The gap between HOMO and LUMO comes out at 0.2806 Eh.


(3)
Here is a structure of composition C41H98AsF6N6O6 from the Open Molecules 2025 dataset. Energies are from wB97M-V/def2-TZVPD.

```
158
Properties=species:S:1:pos:R:3
C -12.114 -2.076 -7.862
H -12.181 -3.759 -10.917
N -14.223 -2.325 -9.263
H -16.111 -3.647 -11.772
C -15.454 -4.568 -9.148
C -14.295 4.644 -10.575
H -13.914 3.248 -5.702
F -10.118 1.860 -11.787
O -14.235 -1.159 -9.546
H -14.797 2.140 -11.263
H -12.280 -0.383 -15.187
H -11.633 3.378 -18.078
H -13.558 6.054 -18.397
C -14.472 2.745 -6.493
C -12.817 -0.530 -16.123
H -16.356 -5.099 -9.445
H -7.834 6.506 -14.625
H -9.482 -0.045 -15.037
H -16.764 -2.333 -8.407
H -5.856 4.626 -12.262
F -11.902 0.609 -10.576
H -14.088 1.820 -8.975
H -6.301 1.332 -16.267
C -8.420 5.977 -10.332
H -13.896 3.431 -19.224
H -12.112 -2.815 -17.152
H -9.704 -2.640 -14.687
H -13.448 3.988 -10.375
H -7.350 -1.712 -14.452
C -17.097 1.518 -12.322
H -14.875 -2.303 -11.761
H -13.394 3.116 -14.793
C -15.618 4.416 -9.791
C -14.068 5.101 -18.243
C -12.881 -2.916 -8.943
C -15.403 -3.135 -9.782
H -14.021 5.693 -10.640
C -11.845 3.139 -17.039
H -15.319 -2.744 -16.724
H -13.695 -5.560 -10.053
C -12.630 -2.975 -16.211
H -15.061 -1.224 -14.502
C -14.703 -1.884 -16.966
C -6.802 -1.083 -15.154
C -8.739 0.651 -15.420
H -11.749 3.678 -14.409
H -6.638 2.374 -14.825
H -12.869 -1.785 -7.125
F -10.876 -0.476 -12.586
H -9.968 5.208 -13.530
N -12.548 4.291 -16.307
H -5.696 -0.967 -17.637
H -15.129 5.312 -18.408
N -13.584 -1.836 -15.898
H -17.116 2.533 -7.363
O -13.509 4.312 -19.270
C -9.857 5.463 -10.192
H -15.203 -0.923 -17.072
H -10.736 5.238 -15.877
O -6.620 -0.704 -17.556
H -8.518 0.572 -16.481
H -15.177 4.701 -7.191
H -16.301 1.610 -13.068
H -8.947 1.650 -15.044
H -6.591 5.208 -14.607
H -8.928 3.983 -14.199
H -12.166 -0.612 -16.990
H -17.164 4.239 -7.658
H -10.005 4.561 -10.786
H -15.641 1.196 -8.529
C -14.071 -5.214 -9.085
C -13.072 -4.335 -8.356
C -14.725 3.793 -7.586
N -8.161 6.312 -11.776
H -13.343 -4.362 -7.300
H -15.804 5.328 -9.228
O -10.327 -2.506 -15.406
H -12.099 -4.817 -8.454
F -11.430 1.455 -13.949
H -16.858 -1.448 -9.974
C -7.460 4.892 -9.905
H -8.396 -0.496 -13.137
C -17.008 3.279 -8.146
H -15.344 0.495 -10.835
H -17.936 2.125 -12.660
H -5.731 -0.988 -14.997
H -11.426 -2.664 -7.260
C -15.152 1.920 -9.180
H -11.937 -2.047 -10.763
H -8.148 3.142 -10.933
O -16.773 1.915 -11.012
C -15.217 -3.231 -11.305
C -13.938 4.478 -16.888
H -6.620 -2.545 -16.598
H -11.376 -4.212 -14.968
H -14.170 -6.200 -8.628
H -9.477 3.810 -12.597
H -11.859 -2.837 -14.114
H -15.751 -4.278 -8.132
H -10.878 2.883 -16.602
F -12.431 2.618 -11.979
H -14.405 3.494 -16.818
C -8.161 7.231 -9.471
H -15.396 2.407 -6.028
C -12.712 3.962 -14.823
H -14.530 4.322 -11.593
C -6.460 1.365 -15.193
H -12.193 6.407 -16.157
H -17.709 3.096 -8.956
H -7.211 7.731 -9.667
H -11.375 5.484 -17.479
H -6.475 3.052 -10.453
H -17.455 0.485 -12.361
C -11.548 -3.142 -15.118
H -8.975 7.944 -9.595
H -13.227 -3.877 -16.087
N -7.418 0.297 -14.726
H -6.319 6.575 -13.645
H -6.499 5.323 -9.611
H -10.631 6.172 -10.490
C -7.604 0.240 -13.251
H -6.674 -0.122 -12.814
O -8.318 7.431 -12.116
C -7.228 3.728 -10.856
N -15.593 3.308 -8.726
H -14.236 -1.966 -17.948
H -13.522 0.277 -16.308
As -11.633 1.049 -12.230
H -8.185 -1.794 -16.651
H -13.080 4.838 -14.293
H -7.774 1.257 -12.903
C -6.857 4.187 -12.270
H -10.057 5.182 -9.159
H -17.542 -3.068 -9.746
H -12.438 2.228 -16.986
C -11.634 5.515 -16.422
H -8.039 7.012 -8.410
C -14.280 -1.978 -14.572
C -11.973 -2.974 -10.188
H -10.954 -3.196 -9.874
C -7.122 -1.575 -16.548
H -5.517 1.129 -14.695
H -14.530 5.149 -16.261
H -13.507 -1.863 -13.819
C -16.708 -2.413 -9.496
C -15.466 1.558 -10.623
C -7.131 5.945 -14.012
H -13.817 1.940 -6.818
H -11.699 -1.131 -8.209
F -13.220 0.472 -12.723
C -7.837 5.246 -12.817
H -7.760 4.438 -8.959
H -16.443 4.126 -10.434
H -14.543 -4.058 -11.546
C -9.117 4.567 -13.295
H -14.754 -2.958 -14.564
H -6.716 3.338 -12.938
H -13.777 4.134 -8.006
```

The spin multiplicity is 1. The value obtained for the relative energy (zero: lowest compared OMol25 entry of this formula, charge and spin) is 0.0 kcal per mole. For the HOMO energy, the calculation gives -0.736 Ha. Its net charge is +5. The gap between HOMO and LUMO comes out at 0.2617 Eh.


(4)
Here is the molecule C4H7N3O from the Open Molecules 2025 dataset. Energies are from wB97M-V/def2-TZVPD.

```
15
Properties=species:S:1:pos:R:3
H -1.802 0.590 1.002
C -0.812 -0.838 -0.178
H -2.831 -0.879 0.537
O -0.920 -1.995 -0.930
H 1.417 2.997 -1.319
H 0.974 -2.579 0.576
C -1.885 -0.352 0.471
N 1.320 2.552 -0.419
H 1.937 2.898 0.309
N 1.492 -1.710 0.715
H 0.137 0.596 -1.020
C 0.965 1.262 -0.339
C 0.711 -0.718 0.644
H -1.795 -2.388 -0.792
N 1.094 0.565 0.744
```

The spin multiplicity is 1. The value obtained for the relative energy (zero: lowest compared OMol25 entry of this formula, charge and spin) is 84.1 kcal per mole. As for the structure (SMILES): [H]/N=C(/N=C/N)C(=C)O. For the HOMO energy, the calculation gives -0.327 Ha. The gap between HOMO and LUMO comes out at 0.3410 Eh.


(5)
Here is a cluster of 2 separate species, C6H16N in total from the Open Molecules 2025 dataset. Energies are from wB97M-V/def2-TZVPD.

```
23
Properties=species:S:1:pos:R:3
H 1.139 -2.948 1.466
H 1.411 1.320 0.965
H -1.536 -1.062 1.185
H 2.038 2.168 -1.180
H 0.462 3.452 0.366
H -0.614 2.487 1.409
H 1.949 0.390 -1.180
C -2.141 -0.996 -0.928
C -0.153 2.565 0.429
C 0.080 -1.719 0.062
H -3.059 -0.567 -0.535
H 2.039 -1.562 0.915
C 1.381 1.311 -1.096
H -1.720 -0.365 -1.716
C 1.041 -1.891 1.201
H 0.630 1.334 -1.877
H 0.423 -2.075 -0.907
H -0.922 2.549 -0.337
H -2.453 -1.919 -1.427
N 0.706 1.354 0.228
C -1.162 -1.252 0.188
H 0.704 -1.401 2.117
H 0.120 0.497 0.333
```

The spin multiplicity is 1. The value obtained for the relative energy (zero: lowest compared OMol25 entry of this formula, charge and spin) is 18.8 kcal per mole. For the HOMO energy, the calculation gives -0.487 Ha. Its net charge is +1. The gap between HOMO and LUMO comes out at 0.3748 Eh.


(6)
Here is a cluster of 2 separate species, C3H4F3IO in total from the Open Molecules 2025 dataset. Energies are from wB97M-V/def2-TZVPD.

```
12
Properties=species:S:1:pos:R:3
H -1.372 -0.692 -1.860
C -0.989 -0.551 0.243
F 1.932 1.047 1.510
F 1.976 1.392 -0.664
C -1.143 0.055 -1.103
I -0.338 -2.520 0.465
H -0.229 0.561 -1.423
H -1.334 -0.291 2.131
C 1.911 0.438 0.292
O -1.493 0.108 1.263
H -1.931 0.806 -1.068
F 3.011 -0.351 0.213
```

The spin multiplicity is 1. The value obtained for the relative energy (zero: lowest compared OMol25 entry of this formula, charge and spin) is 61.8 kcal per mole. For the HOMO energy (spin up / spin down), the calculation gives -0.355 / -0.258 Ha. The gap between HOMO and LUMO (spin up / spin down) comes out at 0.3680 / 0.2199 Eh.